The following is a DFT calculation (ωB97M-V/def2-TZVPD) of a cluster of 13 separate species, C4H36NO13 in total.

Geometry (Å):
H1 3.149 1.404 1.369
H2 0.168 -3.377 -3.252
H3 3.091 -0.736 -3.874
H4 1.248 -3.715 -0.890
H5 0.215 0.725 1.826
O1 -0.980 -2.225 -0.213
N1 1.241 0.727 2.040
H6 -2.078 0.007 -1.899
H7 -0.236 -2.827 0.041
H8 -1.307 1.823 -2.099
C1 1.708 2.835 0.793
O2 2.200 -0.980 -3.600
O3 1.040 -3.942 0.048
H9 -2.869 2.240 0.235
O4 1.043 2.927 -0.474
H10 0.959 3.230 1.482
H11 1.380 -3.361 2.854
H12 1.739 -3.451 0.500
H13 -0.883 -0.670 0.159
H14 -1.460 2.445 1.659
C2 2.157 0.558 -0.262
C3 2.116 1.388 1.028
H15 -0.647 2.158 -3.394
H16 0.191 3.371 -0.434
O5 -2.570 -1.968 1.889
O6 -2.276 2.976 0.053
H17 2.591 3.474 0.766
H18 2.652 1.206 3.517
H19 -1.322 2.693 3.200
O7 -0.951 0.226 0.585
H20 1.285 -2.532 -2.731
H21 2.570 1.166 -1.060
O8 -0.948 2.227 2.453
C4 1.573 1.119 3.429
H22 2.798 -0.319 -0.128
H23 -2.771 -2.167 2.807
H24 -1.688 -2.263 0.470
H25 -3.489 0.018 -2.056
H26 -1.254 0.835 -0.074
O9 0.678 -3.234 -2.451
H27 1.176 0.449 4.185
H28 -2.410 3.312 -0.836
O10 -1.217 2.551 -2.726
H29 0.255 -2.715 3.650
O11 -2.854 0.343 -1.408
H30 -1.511 -2.025 -2.745
H31 -1.897 -1.622 -4.192
H32 1.898 -0.245 -3.057
H33 1.428 -0.275 1.948
O12 1.057 -2.509 3.163
O13 -1.397 -1.340 -3.421
H34 1.189 2.113 3.658
H35 -2.493 -1.014 1.837
H36 1.190 0.113 -0.488

Calculated values
HOMO level   -13.399 eV
ΔE to the lowest compared entry with this formula, charge and spin   3.1376 eV
E_tot   -1206.66271 Eh
F_max   1.89 eV/A
Gap between HOMO and LUMO   10.97 eV
Charge   +1